# 1
{
  "formula": "C5H8O2",
  "method": "ωB97M-V/def2-TZVPD",
  "lumo_energy_ev": 0.8,
  "fmax_ev_per_a": 3.527,
  "total_charge": 0,
  "de_lowest_kcal_mol": 51.6,
  "spin_multiplicity": 1,
  "elements": ["O", "O", "C", "C", "C", "C", "C", "H", "H", "H", "H", "H", "H", "H", "H"],
  "xyz": [[-0.6556, 1.3200, -0.5448], [1.1580, 0.9109, 1.0436], [-0.2323, -1.0506, 0.5269], [1.5463, 0.1798, -1.0578], [-1.7731, 0.7286, -0.0524], [0.5955, 0.1511, 0.0749], [-1.6393, -0.5233, 0.4682], [0.6813, 0.7585, 1.8396], [1.0479, 0.4788, -2.0287], [-2.6428, 1.3840, -0.1313], [-2.4222, -1.2619, 0.6302], [0.1180, -1.3260, 1.6153], [-0.1705, -1.8429, -0.2572], [2.3088, 0.8375, -0.8548], [2.0800, -0.7444, -1.2717]]
}

***

# 2
{
  "formula": "C38H42B3N5O14S",
  "method": "ωB97M-V/def2-TZVPD",
  "lumo_energy_ev": -1.1,
  "fmax_ev_per_a": 8.017,
  "total_charge": 0,
  "smiles": "CCCCCCB1OB(S)OB(CC=O)O1.O=[N+]([O-])c1ccccc1.O=[N+]([O-])c1ccccc1.O=[N+]([O-])c1ccccc1.O=[N+]([O-])c1ccccc1.O=[N+]([O-])c1ccccc1",
  "spin_multiplicity": 1,
  "elements": ["S", "O", "O", "O", "O", "O", "O", "O", "O", "O", "O", "O", "O", "O", "O", "N", "N", "N", "N", "N", "C", "C", "C", "C", "C", "C", "C", "C", "C", "C", "C", "C", "C", "C", "C", "C", "C", "C", "C", "C", "C", "C", "C", "C", "C", "C", "C", "C", "C", "C", "C", "C", "C", "C", "C", "C", "C", "C", "B", "B", "B", "H", "H", "H", "H", "H", "H", "H", "H", "H", "H", "H", "H", "H", "H", "H", "H", "H", "H", "H", "H", "H", "H", "H", "H", "H", "H", "H", "H", "H", "H", "H", "H", "H", "H", "H", "H", "H", "H", "H", "H", "H", "H"],
  "xyz": [[-6.1857, 2.8578, 1.6292], [0.3266, -7.0569, 4.3960], [1.3531, 0.6515, 3.4288], [-5.5138, 3.7671, 5.2102], [-3.6108, 3.2570, -2.2798], [-4.5373, -1.6841, -1.9580], [4.0296, -6.4851, -4.0841], [5.5737, -5.4442, -5.2441], [-5.2950, 1.8836, -0.9517], [3.9766, 0.4799, -3.1068], [1.8264, 1.9940, 5.0983], [-3.8887, 3.8101, 0.1757], [2.9503, 1.5177, -4.7449], [-7.5851, 4.4750, 5.0610], [-0.4360, -5.9864, 2.6393], [4.7933, -6.3885, -5.0563], [3.5423, 0.5394, -4.2668], [0.1858, -6.0336, 3.7111], [-6.3818, 4.6480, 5.3019], [1.0383, 1.4930, 4.2825], [0.6261, -3.6025, 3.4813], [-3.0095, 2.7914, 4.3851], [-0.3622, 1.9301, 4.3280], [-5.9538, 5.9885, 5.7196], [-6.9038, 7.0093, 5.8569], [1.1848, -2.4193, 3.9684], [-2.6183, 1.8105, 3.4723], [3.7382, -0.6308, -5.1309], [1.9055, -2.4262, 5.1637], [-3.5915, -0.7389, -1.9506], [1.5839, 0.5750, 0.4822], [-5.1357, 8.5422, 6.4696], [4.7675, -7.4635, -6.0553], [-0.3851, 3.1393, -1.7422], [-2.0829, 3.3370, 5.2750], [0.7922, -4.7914, 4.2049], [1.5218, -4.8027, 5.4012], [-1.2920, 1.3751, 3.4387], [4.6877, -9.4808, -7.9730], [-3.7529, 0.5979, -2.8858], [4.5312, -2.8921, -5.4392], [-6.4879, 8.2878, 6.2338], [3.2821, -0.6000, -6.4555], [3.8735, -8.5322, -5.9021], [4.3693, -1.7733, -4.6198], [-1.3979, 4.0168, -0.7685], [-0.7546, 2.9077, 5.2528], [5.5844, -8.4208, -8.1176], [4.0710, -2.8668, -6.7567], [2.5768, 0.8469, -0.7938], [-4.5967, 6.2385, 5.9661], [3.8366, -9.5395, -6.8683], [3.4522, -1.7239, -7.2663], [5.6285, -7.4061, -7.1594], [-4.1925, 7.5216, 6.3396], [1.1851, 3.2064, -1.1884], [2.0565, 1.9860, -1.8515], [2.0782, -3.6137, 5.8769], [-4.2473, 1.9239, -2.0128], [-5.0011, 2.8399, 0.1336], [-2.9957, 3.6712, -0.9979], [2.6437, -3.6115, 6.8061], [-4.0429, 3.1334, 4.4024], [-3.3470, 1.3879, 2.7840], [-1.2721, 5.1790, -0.9439], [1.6844, 1.5292, 1.1924], [4.1944, -3.7435, -7.3901], [2.3344, -1.5000, 5.5425], [0.4646, 0.3621, 0.1958], [3.1416, -10.3696, -6.7618], [-0.0446, 3.3428, 5.9528], [-0.3478, 3.6626, -2.8144], [1.0558, -1.4901, 3.4175], [-4.8150, 9.5425, 6.7556], [3.2037, -8.5924, -5.0471], [6.2466, -8.3837, -8.9798], [-6.6953, 1.5580, 1.8006], [3.0305, 2.4750, -2.3329], [3.0989, -1.7109, -8.2950], [1.6626, -5.7192, 5.9703], [-2.6748, 0.8885, -3.3057], [1.6230, 4.2171, -1.6448], [-7.9608, 6.8280, 5.6736], [-2.6502, -0.8812, -1.2633], [-3.8494, 5.4540, 5.8690], [6.3307, -6.5851, -7.2882], [-0.7583, 2.0432, -1.9336], [2.6406, -0.1804, -1.3941], [-2.3958, 4.1001, 5.9845], [4.7334, -1.8089, -3.5953], [-4.4734, 0.3630, -3.8029], [0.0672, -3.5805, 2.5483], [-1.1287, 3.6990, 0.3485], [-7.2173, 9.0877, 6.3401], [1.2640, 3.3015, -0.0245], [3.7004, 1.0807, -0.4734], [-3.1407, 7.7273, 6.5266], [2.7950, 0.2818, -6.8666], [2.0801, -0.3115, 1.1093], [4.6514, -10.2657, -8.7266], [5.0138, -3.7859, -5.0497], [1.4222, 1.5495, -2.7610], [-1.0023, 0.6122, 2.7191]]
}

***

# 3
{
  "formula": "C22H31F4N2P2Pt",
  "method": "ωB97M-V/def2-TZVPD",
  "lumo_energy_ev": [-2.3, -4.0],
  "s2": 2.01,
  "fmax_ev_per_a": 0.309,
  "total_charge": 1,
  "spin_multiplicity": 3,
  "elements": ["Pt", "P", "P", "F", "F", "F", "F", "N", "N", "C", "C", "C", "C", "C", "C", "C", "C", "C", "C", "C", "C", "C", "C", "C", "C", "C", "C", "C", "C", "C", "C", "H", "H", "H", "H", "H", "H", "H", "H", "H", "H", "H", "H", "H", "H", "H", "H", "H", "H", "H", "H", "H", "H", "H", "H", "H", "H", "H", "H", "H", "H", "H"],
  "xyz": [[-0.3593, 0.1151, -0.6335], [-0.5934, 2.3248, -0.0014], [-0.3426, -0.3011, 1.6739], [-2.9981, -0.3514, -0.9128], [-5.2878, -1.6770, -0.7798], [-3.2643, -5.4323, -2.7513], [-0.9506, -4.1826, -2.8580], [-0.7076, -1.4436, -1.9417], [1.7662, -0.3085, -1.3617], [1.4484, -0.7642, -2.7380], [0.4355, -1.8845, -2.7240], [3.0779, 1.4306, -0.0978], [2.3813, -1.3773, -0.5416], [0.2138, 3.7640, 3.7644], [3.6965, -1.9301, -1.0706], [0.1619, 1.3652, 3.8920], [-0.1013, 1.2897, 2.5267], [-0.0572, 3.6983, 2.4065], [-2.3241, 2.8746, -0.1060], [-2.0069, -3.5104, -2.3623], [-1.8571, -2.1894, -1.9082], [-0.2102, 2.4668, 1.7765], [-3.0343, -1.6298, -1.3767], [0.7333, -1.4818, 2.5445], [2.6088, 0.9061, -1.4413], [-4.3513, -3.5994, -1.7708], [0.3241, 2.5966, 4.5076], [-4.2301, -2.3056, -1.3069], [-2.0072, -0.8414, 2.1683], [0.3126, 3.6811, -0.8020], [-3.2158, -4.1773, -2.2980], [-0.1421, 4.6173, 1.8399], [2.2480, 1.5359, 0.6043], [-5.2867, -4.1359, -1.7215], [0.2472, 0.4624, 4.4839], [-2.6221, 2.9101, -1.1541], [2.3611, -1.0602, -3.2612], [1.0218, 0.0959, -3.2582], [0.4051, -1.6211, 3.5750], [3.4708, 0.6983, -2.0838], [4.4568, -1.1560, -1.1817], [1.7670, -1.1409, 2.5446], [0.8856, -2.8023, -2.3351], [-2.1912, -1.8337, 1.7521], [0.5373, 2.6459, 5.5669], [-2.9692, 2.1621, 0.4084], [4.0756, -2.6629, -0.3581], [-2.7576, -0.1601, 1.7678], [-2.0960, -0.8815, 3.2547], [0.1119, 3.6409, -1.8729], [-2.4475, 3.8606, 0.3436], [1.3830, 3.5766, -0.6350], [2.0086, 1.6584, -1.9538], [3.5340, 2.4115, -0.2347], [0.3398, 4.7259, 4.2429], [2.5275, -0.9621, 0.4528], [-0.0134, 4.6510, -0.4263], [0.6754, -2.4427, 2.0323], [3.8346, 0.7906, 0.3557], [3.5785, -2.4394, -2.0261], [1.6463, -2.1746, -0.4402], [0.1485, -2.0951, -3.7581]]
}

***

# 4
{
  "formula": "C16H46ClN6O4P2S2",
  "method": "ωB97M-V/def2-TZVPD",
  "lumo_energy_ev": -4.1,
  "fmax_ev_per_a": 9.201,
  "total_charge": 1,
  "spin_multiplicity": 1,
  "elements": ["Cl", "S", "S", "P", "P", "O", "O", "O", "O", "N", "N", "N", "N", "N", "N", "C", "C", "C", "C", "C", "C", "C", "C", "C", "C", "C", "C", "C", "C", "C", "C", "H", "H", "H", "H", "H", "H", "H", "H", "H", "H", "H", "H", "H", "H", "H", "H", "H", "H", "H", "H", "H", "H", "H", "H", "H", "H", "H", "H", "H", "H", "H", "H", "H", "H", "H", "H", "H", "H", "H", "H", "H", "H", "H", "H", "H", "H"],
  "xyz": [[-5.0423, 4.9569, 3.4180], [-0.2760, 2.3059, 6.2713], [-3.3157, 3.8442, 3.0297], [0.4541, -1.8982, 2.3952], [1.9429, -0.8668, -4.5145], [-2.0977, 4.7914, 3.2643], [2.0502, -1.9757, -3.4391], [-0.4688, -1.5541, 3.5900], [-3.2707, 3.4792, 1.4945], [0.7801, 0.0182, -3.6370], [1.8196, 0.4080, -5.7506], [1.5884, -0.6878, 2.7869], [1.5150, -2.2937, 1.0217], [-0.6866, -1.4194, 1.2172], [1.2736, -1.9046, -5.6947], [1.3341, 0.6447, -2.4310], [1.2917, 0.7330, 2.7550], [1.8759, -3.2403, -5.7811], [2.3420, -0.9895, 4.0095], [1.0712, -3.3370, 0.1062], [0.8653, 1.4988, -5.8486], [-3.0744, 2.2696, 6.7133], [-1.8197, 3.3185, 6.6051], [-0.6848, -0.1827, 0.4684], [2.6695, -1.5696, 0.5188], [-0.5522, -0.4770, -3.3410], [2.6021, 0.2431, -6.9689], [-2.0743, -1.8206, 1.4768], [-0.1174, -1.9880, -6.0798], [-3.2053, 2.2129, 3.9489], [-4.0134, 2.1641, 5.3743], [-3.7754, 2.6699, 7.5920], [1.7291, -3.6793, -6.7726], [-1.1344, -0.6274, -4.2492], [1.0568, 1.0705, 1.7462], [-0.5438, -1.3978, -2.7524], [0.4841, 1.0153, 3.4350], [2.2487, 1.1941, -2.6804], [-2.0780, 4.1130, 5.7854], [1.5791, -0.0983, -1.6641], [-2.1106, -2.8182, 1.9255], [0.7935, 3.1037, 5.8284], [1.9821, -0.1323, -7.7892], [3.1798, -2.1197, -0.2804], [0.2895, 0.0307, 0.0267], [3.4319, -1.4364, 1.2982], [-1.7032, 3.9248, 7.6268], [1.8884, -4.0007, -0.1763], [-0.7185, -2.4955, -5.3157], [-0.5427, 1.2307, 5.4055], [1.7130, -0.9118, 4.9031], [-0.9940, 0.6663, 1.0898], [3.4248, -0.4738, -6.8128], [-1.3764, -0.2334, -0.3813], [1.4472, -3.9185, -5.0331], [0.6340, -2.9073, -0.8007], [-2.5718, -1.1151, 2.1536], [-1.1383, 0.2774, -2.7876], [-2.6773, 1.2131, 7.0763], [-0.1506, 1.1428, -6.0223], [-4.5373, 1.0928, 5.4210], [-4.8620, 2.9676, 5.4390], [0.8784, 2.1271, -4.9477], [2.7436, -2.0078, 3.9607], [-0.5486, -1.0070, -6.2838], [0.6422, 1.3764, -1.9990], [-0.2365, -2.5500, -7.0141], [0.3068, -3.9751, 0.5793], [2.1841, 1.3272, 3.0184], [1.1099, 2.1825, -6.6699], [3.2034, -0.3231, 4.1306], [2.9577, -3.1872, -5.6237], [-2.6519, -1.8780, 0.5492], [-3.7251, 1.4004, 3.2459], [-2.0756, 1.9005, 4.0078], [2.3990, -0.5948, 0.1120], [3.0688, 1.1782, -7.2787]]
}

***

# 5
{
  "formula": "ClHNO2P",
  "method": "ωB97M-V/def2-TZVPD",
  "lumo_energy_ev": 0.0,
  "fmax_ev_per_a": 1.826,
  "total_charge": 0,
  "de_lowest_kcal_mol": 13.1,
  "smiles": "O=[N+]([O-])PCl",
  "spin_multiplicity": 1,
  "elements": ["Cl", "P", "O", "O", "N", "H"],
  "xyz": [[0.5363, -0.0548, 2.1874], [0.9756, -0.4733, 0.2894], [-0.5219, 0.1009, -1.7346], [-1.6858, -0.2534, 0.0270], [-0.6679, -0.1680, -0.5812], [1.3637, 0.8486, -0.1880]]
}

***

# 6
{
  "formula": "C3H11N2O2",
  "method": "ωB97M-V/def2-TZVPD",
  "lumo_energy_ev": [0.7, 0.4],
  "s2": 0.75,
  "fmax_ev_per_a": 4.749,
  "total_charge": 0,
  "de_lowest_kcal_mol": 22.7,
  "spin_multiplicity": 2,
  "elements": ["O", "O", "N", "N", "C", "C", "C", "H", "H", "H", "H", "H", "H", "H", "H", "H", "H", "H"],
  "xyz": [[1.7498, -1.3306, 1.0127], [-2.8081, 0.6155, 0.7283], [-1.4400, -0.6797, -1.3470], [2.7466, 0.6543, 1.1771], [-0.0004, -0.8389, -0.8543], [1.7440, -0.1499, 0.6889], [0.5534, 0.4321, -0.0996], [3.4291, 0.1554, 1.8081], [0.8621, 1.2798, -0.7971], [-2.0479, -0.3968, -0.5305], [-1.8076, -1.5213, -1.8431], [-2.7076, 1.6107, 0.8699], [0.7499, -0.9057, -1.6532], [3.1719, 1.3434, 0.7125], [0.1147, -1.6566, -0.1623], [-2.7083, 0.1862, 1.6248], [-1.4285, 0.2112, -1.9095], [-0.1730, 0.9908, 0.5744]]
}